This record from OMol25 describes the molecule C5H10O in a non-equilibrium geometry. The level of theory is the ωB97M-V functional and the def2-TZVPD basis.

## Properties
* 2S+1: 1
* SMILES string: CC1(O)CCC1
* ΔE to the lowest compared entry with this formula, charge and spin: 1.907 eV
* HOMO-LUMO gap: 10.62 eV
* HOMO energy: -9.61 eV
* calculated total energy: -7392.8587 eV

Geometry (Å):
C1 1.41895 0.37969 -0.51395
C2 0.38298 -0.44012 0.18150
O1 1.02915 -1.60776 0.59301
C3 -0.87655 -0.41097 -0.86846
C4 -1.53758 0.60654 0.07680
C5 -0.54519 0.24636 1.20212
H1 1.09683 1.41312 -0.75208
H2 1.73602 -0.11710 -1.44260
H3 2.43485 0.18181 0.20986
H4 2.01469 -1.37589 0.34470
H5 -0.75860 -0.10192 -1.92933
H6 -1.31553 -1.40471 -0.83657
H7 -2.59579 0.44328 0.29487
H8 -1.41301 1.63778 -0.27338
H9 -0.96086 -0.50694 1.88083
H10 -0.12863 1.06829 1.79626

natural (NBO) atomic charge list, values in e, 8 entries:
1. C -0.6086
2. C 0.2549
3. O -0.6997
4. C -0.4289
5. C -0.4105
6. C -0.4303
7. H 0.2302
8. H 0.2157